No. 1
Density functional theory data (ωB97M-V/def2-TZVPD) for a cluster of 2 separate species, C2H3FOS in total in a non-equilibrium geometry.

Computed properties:
HOMO energy (spin up / spin down): -9.1342 / -9.1549 eV
Total charge: 0
Energy above the lowest of the compared OMol25 structures with the same formula, charge and spin: 1.1 kcal/mol
⟨S²⟩: 2.0063
LUMO level (spin up / spin down): 0.9587 / -1.9925 eV
Spin multiplicity: 3

Element x y z (Å)
C: -2.0824 0.2791 -0.5977
C: 1.5693 -0.1202 0.3599
O: -2.1140 1.2031 0.1160
F: -3.0164 -0.5972 -0.9505
S: 0.5993 -1.5334 -0.1469
H: 2.6644 -0.1203 0.5844
H: 1.0908 0.4594 1.1699
H: 1.2889 0.4295 -0.5350

Cartesian forces (eV/Å) of the 6 atoms listed first:
0.9 0.2 -0.3
-0.4 0.6 0.7
-0.6 -0.4 -0.1
-0.3 0.3 0.4
0.6 -0.4 0.5
-0.9 -0.7 -0.7

These are the natural (NBO) partial charges, in e, on atoms 1 to 5: C 0.802; C -0.814; O -0.512; F -0.315; S 0.127



No. 2
Density functional theory data (ωB97M-V/def2-TZVPD) for a structure of composition C2H3FeO14S3 in a non-equilibrium geometry.

Computed properties:
HOMO energy (spin up / spin down): 4.1498 / 4.1614 eV
Total charge: -4
Energy above the lowest of the compared OMol25 structures with the same formula, charge and spin: 0.0 kcal/mol
⟨S²⟩: 8.7565
LUMO level (spin up / spin down): 9.4327 / 9.4270 eV
Spin multiplicity: 6

Element x y z (Å)
Fe: 0.4704 0.2035 0.2027
S: 1.0010 2.2551 1.9604
O: 1.5402 1.9461 0.5768
O: 0.0167 1.1105 2.0324
O: 2.0418 2.1656 2.9957
O: 0.3287 3.5530 2.0515
S: -1.4127 2.1204 -1.8798
O: -1.8968 3.4201 -1.3663
O: -0.2987 2.2845 -2.8292
O: -0.9355 1.2733 -0.6951
O: -2.5454 1.3855 -2.5116
S: 2.8684 -0.9612 -0.0429
O: 3.2025 -2.3302 -0.4702
O: 4.0791 -0.2332 0.3336
O: 2.0561 -0.1877 -1.0587
O: 1.8406 -0.9869 1.0755
C: -2.1957 -2.9436 -0.1269
C: -1.2037 -1.7992 0.0650
O: -1.1035 -1.2264 1.1742
O: -0.5666 -1.4123 -0.9404
H: -2.7358 -3.1418 0.8015
H: -1.6729 -3.8555 -0.4267
H: -2.8784 -2.6396 -0.9214

Cartesian forces (eV/Å) of the 6 atoms listed first:
-1.1 1.4 0.0
0.0 -0.1 -0.4
0.6 0.7 0.3
-0.3 -0.2 0.9
0.0 -0.1 0.0
0.0 0.0 -0.1

These are the natural (NBO) partial charges, in e, on atoms 1 to 5: Fe 1.923; S 2.572; O -1.032; O -1.054; O -1.074



No. 3
Density functional theory data (ωB97M-V/def2-TZVPD) for a structure of composition C2H3FeO3 in a non-equilibrium geometry.

Computed properties:
HOMO energy (spin up / spin down): -15.2947 / -15.2597 eV
Total charge: +1
Energy above the lowest of the compared OMol25 structures with the same formula, charge and spin: 44.3 kcal/mol
⟨S²⟩: 6.0082
LUMO level (spin up / spin down): -7.4855 / -7.5719 eV
Spin multiplicity: 5

Element x y z (Å)
O: -2.0295 0.0388 0.9943
Fe: -2.1667 -0.3323 -0.8935
O: -0.2950 0.2392 -0.2561
C: -0.7644 -0.1301 1.0188
O: -0.1400 -0.9615 1.6392
C: 1.0996 0.2902 -0.5640
H: 1.6491 0.2949 0.3823
H: 1.4006 -0.6056 -1.1178
H: 1.2462 1.1663 -1.2032

Cartesian forces (eV/Å) of the 6 atoms listed first:
-2.1 0.8 -0.9
0.1 0.7 1.1
-0.7 1.1 -1.0
1.8 -4.9 0.6
-0.1 2.5 0.3
1.0 -0.4 -0.3

These are the natural (NBO) partial charges, in e, on atoms 1 to 5: O -0.766; Fe 1.629; O -0.668; C 0.927; O -0.521



No. 4
Density functional theory data (ωB97M-V/def2-TZVPD) for a structure of composition C2H3I2O3P in a non-equilibrium geometry.

Computed properties:
HOMO energy (spin up / spin down): -0.2326 / -1.8251 eV
Total charge: -2
Energy above the lowest of the compared OMol25 structures with the same formula, charge and spin: 29.3 kcal/mol
⟨S²⟩: 2.0175
LUMO level (spin up / spin down): 4.8147 / 0.6368 eV
Spin multiplicity: 3

Element x y z (Å)
C: 0.1775 0.1731 0.3684
C: -0.5772 -0.8367 0.5786
O: -2.8272 1.0869 0.4787
O: -2.4973 -0.7213 -1.3099
O: -0.9444 1.3577 -1.2365
P: -2.0448 0.5082 -0.6317
I: 9.2569 0.9067 0.1363
I: -0.1547 -2.9570 -0.3506
H: 0.6660 0.2795 -0.5930
H: 0.1004 1.1404 0.9781
H: -1.1552 -0.9374 1.5817

Cartesian forces (eV/Å) of the 6 atoms listed first:
2.1 4.0 0.4
-3.8 -2.0 3.4
-0.3 0.2 -0.4
-0.9 0.0 -1.1
-2.4 0.6 -1.3
2.6 -0.1 1.4

These are the natural (NBO) partial charges, in e, on atoms 1 to 5: C -0.444; C -0.529; O -0.974; O -0.855; O -0.888



No. 5
Density functional theory data (ωB97M-V/def2-TZVPD) for a structure of composition C2H3I3O2 in a non-equilibrium geometry.

Computed properties:
HOMO energy: -9.1161 eV
Total charge: 0
Energy above the lowest of the compared OMol25 structures with the same formula, charge and spin: 16.7 kcal/mol
LUMO level: -0.5325 eV
Spin multiplicity: 1

Element x y z (Å)
C: 0.1909 -0.3802 -0.3518
C: -0.8429 0.2319 0.4516
O: 0.0329 -0.1573 -1.7301
O: -0.7258 0.0849 1.9292
I: 2.1063 0.3295 0.2509
I: -2.7901 -0.6965 -0.0320
I: -0.9566 2.3118 0.0999
H: 0.1367 -1.5013 -0.2091
H: -0.2237 -0.9800 -2.1575
H: 0.1786 0.1544 2.3860

Cartesian forces (eV/Å) of the 6 atoms listed first:
0.9 -3.0 -1.7
-1.5 1.1 3.9
0.0 0.5 0.3
0.6 -0.5 -1.2
0.5 -0.2 0.1
0.8 0.2 0.2

These are the natural (NBO) partial charges, in e, on atoms 1 to 5: C -0.154; C -0.019; O -0.712; O -0.784; I 0.107



No. 6
Density functional theory data (ωB97M-V/def2-TZVPD) for a structure of composition C2H3IN2O in a non-equilibrium geometry.

Computed properties:
HOMO energy (spin up / spin down): -10.1246 / -9.2726 eV
Total charge: 0
Energy above the lowest of the compared OMol25 structures with the same formula, charge and spin: 116.5 kcal/mol
LUMO level (spin up / spin down): -1.2496 / -2.9906 eV
Spin multiplicity: 1

Element x y z (Å)
C: 0.0561 -0.2841 -0.1317
C: 1.2409 0.4679 0.1298
N: -0.3838 -1.0852 -1.1423
N: -1.2728 -1.5847 -0.3556
O: -0.8431 -0.7249 0.7411
I: -3.3396 1.1990 0.1549
H: 1.7036 0.1263 1.1492
H: 2.0133 0.3547 -0.7955
H: 0.8253 1.5310 0.2501

Cartesian forces (eV/Å) of the 6 atoms listed first:
-0.1 -2.1 -1.6
2.0 1.3 0.0
0.8 0.5 -0.7
-0.5 -0.2 -0.1
-0.8 0.3 2.0
0.0 0.0 0.0

These are the natural (NBO) partial charges, in e, on atoms 1 to 5: C 0.533; C -0.724; N -0.329; N 0.134; O -0.402



No. 7
Density functional theory data (ωB97M-V/def2-TZVPD) for a cluster of 2 separate species, C2H3IN2O in total in a non-equilibrium geometry.

Computed properties:
HOMO energy: -9.6533 eV
Total charge: 0
Energy above the lowest of the compared OMol25 structures with the same formula, charge and spin: 34.5 kcal/mol
LUMO level: 0.7965 eV
SMILES: c1nnco1.I
Spin multiplicity: 1

Element x y z (Å)
C: 0.2793 -0.7801 -1.0350
N: -0.3678 -0.1637 -0.1076
N: 0.4137 0.8237 0.3651
C: 1.5478 0.6762 -0.2999
O: 1.5201 -0.2830 -1.2875
H: 0.0150 -1.7167 -1.5754
H: 2.4885 1.2071 -0.3778
I: -3.5036 -0.3460 2.2993
H: -2.3928 0.5825 2.0189

Cartesian forces (eV/Å) of the 6 atoms listed first:
-0.3 -1.6 -1.0
-1.1 -1.5 -0.9
3.4 0.3 -0.8
-0.2 0.8 -0.7
-1.4 0.3 2.1
0.0 1.2 0.5

These are the natural (NBO) partial charges, in e, on atoms 1 to 5: C 0.287; N -0.298; N -0.276; C 0.278; O -0.407



No. 8
Density functional theory data (ωB97M-V/def2-TZVPD) for a cluster of 2 separate species, C2H3IN2O in total in a non-equilibrium geometry.

Computed properties:
HOMO energy (spin up / spin down): -7.8650 / -9.6573 eV
Total charge: 0
Energy above the lowest of the compared OMol25 structures with the same formula, charge and spin: 8.8 kcal/mol
⟨S²⟩: 2.0134
LUMO level (spin up / spin down): 0.1219 / -2.1987 eV
Spin multiplicity: 3

Element x y z (Å)
C: 0.6633 0.1322 0.0493
C: 2.1022 -0.1073 -0.0118
N: -0.4783 0.2146 -0.1528
N: -2.9483 0.4351 -0.3109
O: -2.9642 1.2706 0.4876
I: -3.5860 -1.6587 0.1639
H: 2.6724 0.1973 0.8967
H: 2.1505 -1.0359 -0.3147
H: 2.3885 0.5521 -0.8074

Cartesian forces (eV/Å) of the 6 atoms listed first:
-2.0 0.1 -0.3
-0.8 5.2 2.0
2.5 0.0 0.6
-0.6 0.3 -0.4
0.0 0.7 0.3
-0.3 -1.0 0.1

These are the natural (NBO) partial charges, in e, on atoms 1 to 5: C 0.310; C -0.695; N -0.362; N 0.085; O -0.199



No. 9
Density functional theory data (ωB97M-V/def2-TZVPD) for an isolated molecule of C2H3IN2O2 in a non-equilibrium geometry.

Computed properties:
HOMO energy: -9.6396 eV
Total charge: 0
Energy above the lowest of the compared OMol25 structures with the same formula, charge and spin: 136.2 kcal/mol
LUMO level: -1.7883 eV
SMILES: O=NC[C@H](I)N=O
Spin multiplicity: 1

Element x y z (Å)
O: 2.4551 0.6660 -0.5875
N: 1.6297 0.2477 0.1863
C: 0.3680 -0.1688 -0.3064
C: -0.6932 0.7280 0.2351
I: -2.7445 -0.1757 -0.0600
N: -0.7845 1.9251 -0.4821
O: -1.1277 2.8848 0.1755
H: 0.2206 -1.1860 -0.1979
H: 0.3048 0.0201 -1.3278
H: -0.4810 0.6956 1.3538

Cartesian forces (eV/Å) of the 6 atoms listed first:
-1.3 -0.6 0.0
2.5 0.7 1.7
-0.9 1.6 -2.3
-0.6 -3.2 3.5
1.3 0.5 0.1
-0.4 2.7 -0.1

These are the natural (NBO) partial charges, in e, on atoms 1 to 5: O -0.236; N 0.135; C -0.391; C -0.179; I 0.127



No. 10
Density functional theory data (ωB97M-V/def2-TZVPD) for the ion C2H3INO2 with charge +1 in a non-equilibrium geometry.

Computed properties:
HOMO energy: -14.7501 eV
Total charge: +1
Energy above the lowest of the compared OMol25 structures with the same formula, charge and spin: 37.2 kcal/mol
LUMO level: -8.3403 eV
SMILES: C[N+](=O)C(=O)I
Spin multiplicity: 1

Element x y z (Å)
C: -1.1792 -0.1380 -0.1678
N: 0.2091 -0.4220 0.0812
O: 0.5542 -1.5424 0.3505
C: 1.1551 0.7592 0.2150
O: 0.7822 1.8239 0.3848
I: 3.1865 0.0153 -0.0029
H: -1.3258 -0.6294 -1.2917
H: -1.4922 0.9522 0.0928
H: -1.8899 -0.8187 0.3380

Cartesian forces (eV/Å) of the 6 atoms listed first:
-2.2 -0.1 -2.2
-1.8 -2.9 1.8
-0.1 2.4 -0.8
4.6 -2.2 -0.7
-1.6 2.0 0.4
-1.0 0.6 0.2

These are the natural (NBO) partial charges, in e, on atoms 1 to 5: C -0.552; N 0.243; O -0.033; C 0.486; O -0.378



No. 11
Density functional theory data (ωB97M-V/def2-TZVPD) for a cluster of 2 separate species, C2H3INO2 in total in a non-equilibrium geometry.

Computed properties:
HOMO energy: -13.7237 eV
Total charge: +1
Energy above the lowest of the compared OMol25 structures with the same formula, charge and spin: 33.2 kcal/mol
LUMO level: -5.6281 eV
Spin multiplicity: 1

Element x y z (Å)
C: 0.6829 -0.8878 0.5449
C: 1.3236 -0.2346 -0.4602
N: -1.8446 0.9573 -0.1763
O: 0.3652 -1.6635 1.3211
O: -1.2133 0.1952 0.5241
I: -3.6815 1.6826 0.5059
H: 1.7439 -0.9965 -1.0152
H: 1.9918 0.7055 -0.1187
H: 0.6320 0.2418 -1.1256

Cartesian forces (eV/Å) of the 6 atoms listed first:
-1.9 -3.6 4.0
1.5 4.9 -0.3
1.7 -1.3 0.7
0.9 2.3 -1.9
-2.3 1.7 -0.6
0.1 -0.2 0.2

These are the natural (NBO) partial charges, in e, on atoms 1 to 5: C 0.964; C -0.841; N 0.055; O -0.238; O -0.343



No. 12
Density functional theory data (ωB97M-V/def2-TZVPD) for a cluster of 2 separate species, C2H3INO3 in total in a non-equilibrium geometry.

Computed properties:
HOMO energy (spin up / spin down): -12.8511 / -12.5508 eV
Total charge: +1
Energy above the lowest of the compared OMol25 structures with the same formula, charge and spin: 60.8 kcal/mol
LUMO level (spin up / spin down): -6.9471 / -7.1343 eV
Spin multiplicity: 1

Element x y z (Å)
C: -0.8297 2.3516 1.1177
C: 1.0968 1.0157 0.1205
N: 0.9393 -1.5203 -0.0449
O: 1.6005 1.9599 -0.1995
O: 0.5598 0.0015 0.3443
O: -1.6099 1.7730 1.7218
I: -3.6183 2.6494 2.7922
H: -0.7614 3.3166 0.7876
H: 0.1908 -2.1979 0.0116
H: 0.9075 -1.4981 -1.0580

Cartesian forces (eV/Å) of the 6 atoms listed first:
1.5 -2.1 -0.5
-0.4 0.9 -0.1
2.6 0.0 -0.8
2.2 2.2 -1.0
-3.1 -4.6 1.0
-0.8 -1.6 1.0

These are the natural (NBO) partial charges, in e, on atoms 1 to 5: C 0.368; C 1.061; N -0.327; O -0.330; O -0.371